No. 1
Here is an isolated molecule of C8H7BrClN3OS in a non-equilibrium geometry from the OMol25 dataset. Energies are from wB97M-V/def2-TZVPD.

Gap between HOMO and LUMO in eV: 9.483
Calculated total energy in hartree: -3980.82942
Energy above the lowest of the compared OMol25 structures with the same formula, charge and spin in kcal per mole: 0.0

Element x y z (Å)
C: 3.1745 -0.1660 0.8986
S: 1.4610 -0.5622 0.7299
O: 0.8227 -0.3021 1.9634
N: 1.2520 -2.0066 0.2423
C: 1.3423 -2.6713 -0.9092
N: 1.2979 -3.3061 -1.8425
C: 0.7042 0.5743 -0.6804
Br: 1.3798 2.3586 -0.4332
C: -0.7572 0.4930 -0.5362
C: -1.2893 1.3274 0.4219
C: -2.6400 1.3823 0.6488
C: -3.4145 0.4451 -0.0838
Cl: -5.0599 0.3860 0.1480
N: -2.8932 -0.4888 -0.8428
C: -1.5563 -0.5107 -1.0382
H: 3.7453 -1.0272 0.7116
H: 3.2198 0.4237 -0.0288
H: 3.2101 0.4823 1.8891
H: 0.9725 0.3817 -1.7673
H: -0.6136 1.9947 0.9299
H: -3.0398 2.0747 1.4012
H: -1.3181 -1.2829 -1.8222

***

No. 2
Here is an isolated molecule of C21H30N4O from the OMol25 dataset. Energies are from wB97M-V/def2-TZVPD.

Gap between HOMO and LUMO in eV: 8.879
Calculated total energy in hartree: -1112.54069
Energy above the lowest of the compared OMol25 structures with the same formula, charge and spin in kcal per mole: 0.0

Element x y z (Å)
C: -5.1082 -0.2863 0.7444
C: -3.6852 -0.6793 0.4779
C: -2.7017 -0.3225 1.3818
C: -1.3859 -0.6805 1.1200
N: -0.2368 -0.4372 1.8400
C: 0.7059 -1.0042 1.1456
N: 0.2721 -1.6084 0.0078
C: -1.0792 -1.4174 -0.0532
C: -2.0621 -1.7759 -0.9595
C: -3.3667 -1.3994 -0.6927
C: -4.4512 -1.7667 -1.6606
C: 1.2954 -2.2553 -0.7611
C: 2.5560 -2.1224 0.1276
C: 3.7220 -1.4241 -0.5671
C: 3.4569 0.0557 -0.2626
C: 2.5049 0.6617 -1.3106
O: 2.5832 0.3710 -2.4907
N: 1.6483 1.5523 -0.7996
C: 0.7144 2.3020 -1.6071
C: -0.7334 2.1888 -1.1253
C: -1.1323 3.2225 -0.0656
C: -2.6323 3.1139 0.2018
C: -0.3541 3.0494 1.2375
N: 2.8768 0.1153 1.0723
C: 3.8050 0.4667 2.1251
C: 2.1805 -1.1544 1.2925
H: -5.7509 -1.1648 0.7900
H: -5.4846 0.3594 -0.0487
H: -5.1862 0.2473 1.6880
H: -2.9420 0.2220 2.2820
H: -1.8164 -2.3308 -1.8530
H: -4.9547 -0.8745 -2.0312
H: -5.2012 -2.3941 -1.1798
H: -4.0409 -2.3087 -2.5088
H: 1.4281 -1.7529 -1.7247
H: 1.0366 -3.3025 -0.9471
H: 2.8437 -3.1021 0.5112
H: 3.7477 -1.6009 -1.6404
H: 4.6718 -1.7382 -0.1320
H: 4.3752 0.6493 -0.3098
H: 1.6181 1.6359 0.2076
H: 1.0164 3.3565 -1.6267
H: 0.8111 1.9004 -2.6195
H: -1.3878 2.3198 -1.9897
H: -0.9073 1.1854 -0.7342
H: -0.9249 4.2229 -0.4663
H: -2.8701 2.1254 0.5859
H: -3.1994 3.2738 -0.7129
H: -2.9460 3.8561 0.9323
H: -0.7693 3.6979 2.0064
H: 0.6913 3.3214 1.1090
H: -0.4156 2.0222 1.5908
H: 3.2525 0.5479 3.0601
H: 4.2409 1.4391 1.8994
H: 4.6175 -0.2627 2.2542
H: 2.4352 -1.5565 2.2772

***

No. 3
Here is a cluster of 2 separate species, C3H10NS3 in total in a non-equilibrium geometry from the OMol25 dataset. Energies are from wB97M-V/def2-TZVPD.

Net charge: +1
Gap between HOMO and LUMO in eV: 7.101
Calculated total energy in hartree: -1369.31745
Energy above the lowest of the compared OMol25 structures with the same formula, charge and spin in kcal per mole: 0.0

Element x y z (Å)
C: -2.5775 -1.2876 0.1082
C: -1.5317 1.5442 0.6161
C: 2.2972 -0.1346 -0.2200
N: 2.0525 -0.4889 -1.4666
S: 2.1859 1.5114 0.2929
S: 2.9305 -1.3787 0.7810
S: -1.0407 -0.1905 0.1072
H: -3.4579 -0.9777 -0.2943
H: -2.6423 -1.8100 1.0663
H: -2.2082 -2.1790 -0.5185
H: -0.7359 2.0021 1.1555
H: -2.2369 1.4311 1.4445
H: 2.1525 -1.4192 -1.7423
H: 1.2646 -0.0862 -2.0300
H: -1.6520 2.0984 -0.2956
H: 2.2284 2.0178 -0.9161
H: 2.9714 -0.6525 1.9117

***

No. 4
Here is a cluster of 8 separate species, C27H56BClF10N13O17 in total in a non-equilibrium geometry from the OMol25 dataset. Energies are from wB97M-V/def2-TZVPD.

Net charge: +1
Gap between HOMO and LUMO in eV: 8.926
Calculated total energy in hartree: -4536.09862

Element x y z (Å)
C: -3.7972 1.0890 -4.6740
C: -3.4873 2.2156 -3.7161
O: -4.2491 3.1602 -3.6340
N: -2.2330 2.2656 -2.9399
C: -1.1613 2.0496 -3.9578
C: -2.1032 1.3440 -1.8456
F: -2.3439 0.0423 -2.3005
C: -0.6479 1.4362 -1.3527
C: -0.4425 1.2398 0.1382
C: -0.6543 -0.2443 0.4390
C: 0.6498 -1.0960 0.3432
N: 0.4346 -2.2310 1.2248
N: 0.8716 -1.6189 -1.0116
N: 1.8443 -0.4115 0.7896
N: -1.1734 2.3196 0.9911
C: -0.2534 3.5520 0.8992
C: -0.7847 4.9244 1.3440
C: -0.0052 5.5511 2.5188
C: -0.6479 5.9535 0.1909
C: -1.2238 1.9412 2.4149
F: -1.6287 3.0079 3.1370
F: -2.1979 1.0216 2.5842
C: 0.0056 1.3190 3.2089
F: 0.1961 0.0107 3.0073
F: -0.5014 1.3280 4.4978
C: 1.3635 2.0035 3.4201
F: 1.2063 3.2896 3.8128
F: 2.1400 2.0206 2.3136
C: 2.2742 1.3429 4.5315
F: 2.5993 0.0844 4.2525
F: 3.4187 2.0718 4.4763
F: 1.7817 1.5000 5.7590
C: -2.5012 2.6574 0.3248
O: -2.4897 3.7833 -0.5057
B: -3.7984 3.0560 1.2812
O: -4.4350 2.0914 2.0164
N: -4.1945 4.4640 1.4090
C: -5.5044 4.7227 0.7992
C: -4.3202 4.7472 2.8673
C: -3.0082 1.5435 -0.6284
Cl: -4.7179 1.8406 -1.0116
H: -3.7863 1.4584 -5.6872
H: -3.0611 0.3020 -4.5951
H: -4.7507 0.6485 -4.4218
H: -1.4837 2.5502 -4.8618
H: -0.2402 2.5375 -3.6730
H: -1.0297 1.0054 -4.2179
H: -0.1297 2.3133 -1.7172
H: -0.1483 0.5912 -1.8096
H: 0.6138 1.4380 0.2931
H: -1.2633 -0.7011 -0.3323
H: -1.1914 -0.5346 1.3321
H: 1.0682 -2.9741 0.9607
H: -0.5029 -2.5951 1.1235
H: 1.2265 -0.8908 -1.6179
H: 0.0351 -2.0387 -1.3896
H: 2.3862 -0.1265 -0.0186
H: 2.4365 -1.0898 1.2471
H: 0.0497 3.6850 -0.1270
H: 0.6845 3.3597 1.4063
H: -1.8239 4.9691 1.6443
H: -0.2874 6.5932 2.5668
H: -0.3719 5.1169 3.4409
H: 1.0639 5.4118 2.4282
H: -0.7276 5.5109 -0.7958
H: -1.3538 6.7577 0.3305
H: 0.3539 6.3700 0.2456
H: -1.7862 3.8022 -1.1660
H: -5.3481 1.9557 1.7593
H: -5.4026 4.7775 -0.2770
H: -5.8469 5.7028 1.1118
H: -6.2831 4.0127 1.0948
H: -4.1443 5.7987 3.0588
H: -5.3202 4.4775 3.1997
H: -3.6316 4.1554 3.4599
H: -3.0694 0.6227 -0.0589
C: 2.5407 -6.4712 -1.0945
N: 2.0326 -5.2264 -0.4628
O: 2.0952 -4.1974 -1.0902
O: 1.5809 -5.3276 0.6666
H: 2.9162 -6.2279 -2.0798
H: 3.3287 -6.8537 -0.4600
H: 1.7158 -7.1737 -1.1516
C: -1.8182 -0.0615 -8.9540
N: -1.5710 0.7902 -7.7585
O: -1.1970 1.9242 -7.9334
O: -1.7666 0.2875 -6.6683
H: -1.6036 0.5230 -9.8397
H: -1.1617 -0.9227 -8.8812
H: -2.8597 -0.3662 -8.9261
C: 1.9327 -0.1583 -5.5068
N: 2.1094 0.6527 -4.2725
O: 2.3554 1.8259 -4.3900
O: 1.9893 0.0704 -3.2104
H: 2.0671 0.4919 -6.3624
H: 2.6798 -0.9457 -5.4874
H: 0.9295 -0.5748 -5.4802
C: 6.0219 -4.8055 1.5450
N: 5.5122 -5.1835 0.1991
O: 4.9565 -4.3342 -0.4613
O: 5.6899 -6.3323 -0.1489
H: 5.7934 -3.7611 1.7161
H: 5.5253 -5.4425 2.2705
H: 7.0932 -4.9795 1.5469
C: 5.5963 -9.7499 -1.0661
N: 4.1934 -9.2976 -1.2602
O: 3.4879 -9.1999 -0.2804
O: 3.8444 -9.0466 -2.3921
H: 5.7537 -9.9292 -0.0099
H: 5.7266 -10.6591 -1.6445
H: 6.2430 -8.9590 -1.4324
C: 1.2123 -7.7698 2.9924
N: 1.6343 -9.0684 3.5846
O: 0.8310 -9.6690 4.2599
O: 2.7638 -9.4319 3.3453
H: 0.1899 -7.5707 3.2888
H: 1.8845 -7.0063 3.3697
H: 1.2970 -7.8591 1.9144
C: -0.3992 3.9869 6.4095
N: -1.0356 5.2017 6.9869
O: -1.0308 6.2083 6.3108
O: -1.5161 5.0964 8.0887
H: -0.0196 4.2388 5.4325
H: 0.4034 3.6864 7.0757
H: -1.1619 3.2159 6.3504

***

> Among the records above, which one has the lowest calculated total energy?

C27H56BClF10N13O17

***

> Number 4 is which compound?

C27H56BClF10N13O17

***

What did the third record say?
Here is a cluster of 2 separate species, C3H10NS3 in total in a non-equilibrium geometry from the OMol25 dataset. Energies are from wB97M-V/def2-TZVPD.

Net charge: +1
Gap between HOMO and LUMO in eV: 7.101
Calculated total energy in hartree: -1369.31745
Energy above the lowest of the compared OMol25 structures with the same formula, charge and spin in kcal per mole: 0.0

Element x y z (Å)
C: -2.5775 -1.2876 0.1082
C: -1.5317 1.5442 0.6161
C: 2.2972 -0.1346 -0.2200
N: 2.0525 -0.4889 -1.4666
S: 2.1859 1.5114 0.2929
S: 2.9305 -1.3787 0.7810
S: -1.0407 -0.1905 0.1072
H: -3.4579 -0.9777 -0.2943
H: -2.6423 -1.8100 1.0663
H: -2.2082 -2.1790 -0.5185
H: -0.7359 2.0021 1.1555
H: -2.2369 1.4311 1.4445
H: 2.1525 -1.4192 -1.7423
H: 1.2646 -0.0862 -2.0300
H: -1.6520 2.0984 -0.2956
H: 2.2284 2.0178 -0.9161
H: 2.9714 -0.6525 1.9117

***

> Look up the calculated total energy of the first one.

-3980.82942 hartree